A molecular structure, C23H28ClIN3OPtS in a non-equilibrium geometry, computed with ωB97M-V/def2-TZVPD.

Structure (ORCA input):
```
! wB97M-V def2-TZVPD RIJCOSX def2/J DEFGRID3
* xyz 3 1
Pt -0.49 0.11 0.70
I -4.11 3.81 -1.97
Cl -5.70 -1.20 -3.88
S 0.61 0.40 -1.31
O -2.25 1.72 -0.40
N 3.01 -0.80 -1.50
N 3.07 1.48 -1.10
N -1.96 -0.97 -0.45
C -4.68 -0.35 -2.88
C 4.27 -0.89 -2.26
C -1.28 1.22 2.80
C 0.03 1.58 2.60
C -2.87 -0.38 -1.24
C -1.57 -0.20 2.78
C 4.48 1.53 -0.68
C 1.03 0.60 2.37
C -2.69 -3.10 -1.26
C -3.97 1.79 -2.04
C -2.38 2.21 3.03
C -1.87 -2.30 -0.47
C 0.71 -0.80 2.42
C -2.96 1.13 -1.16
C 2.50 2.82 -1.33
C 2.47 1.02 2.28
C -4.78 1.05 -2.85
C -3.62 -2.49 -2.08
C -0.59 -1.22 2.72
C -3.72 -1.09 -2.07
C 2.40 0.35 -1.24
C 2.37 -2.10 -1.26
C -0.87 -2.68 2.92
H 3.24 3.41 -1.86
H -2.58 -4.17 -1.24
H 2.58 2.02 1.86
H 0.31 2.63 2.56
H -0.82 -2.90 3.99
H -1.12 -2.75 0.17
H 2.28 3.31 -0.38
H -1.87 -2.96 2.59
H -2.16 3.16 2.56
H -2.50 2.37 4.10
H 1.88 -2.45 -2.17
H -0.13 -3.31 2.42
H 4.53 0.07 -2.69
H 3.07 0.30 1.71
H -2.61 -0.50 2.91
H -3.34 1.84 2.65
H 1.60 2.76 -1.93
H 4.77 0.59 -0.22
H 1.65 -2.03 -0.45
H -4.27 -3.08 -2.71
H 4.58 2.33 0.05
H 4.10 -1.60 -3.07
H 5.15 1.75 -1.51
H 2.87 1.04 3.30
H 1.52 -1.52 2.32
H 5.08 -1.26 -1.64
H -5.52 1.53 -3.49
H 3.15 -2.81 -0.99
*
```

- orbital gap (eV) = 4.188
- E_LUMO (eV) = -12.0
- energy above the lowest of the compared OMol25 structures with the same formula, charge and spin (kcal/mol) = 0.0
- electronic energy (a.u.) = -2407.119701
- strongest force on any atom (eV Å⁻¹) = 1.446

A molecular structure, C23H28FN7O6ReS2Si in a non-equilibrium geometry, computed with ωB97M-V/def2-TZVPD.

Structure (ORCA input):
```
! wB97M-V def2-TZVPD RIJCOSX def2/J DEFGRID3
* xyz 2 4
Re -0.09 -0.47 0.00
S -0.15 -0.21 2.47
S -1.46 1.41 -0.35
Si 0.35 -0.62 -3.17
F -2.03 -2.11 0.44
O 6.79 3.14 3.04
O 1.81 -0.96 0.19
O 2.77 5.08 1.07
O 7.12 1.00 2.87
O 1.06 3.79 0.93
O 3.11 -1.84 1.79
N -0.55 -1.30 -1.69
N -1.57 -2.10 3.66
N -1.08 3.21 1.57
N 2.27 4.00 1.08
N -2.96 1.87 1.85
N 0.40 -2.85 2.77
N 6.46 2.01 2.73
C -3.24 -3.71 -0.80
C -1.34 3.97 2.65
C 3.14 2.81 1.30
C -1.49 -2.35 -1.82
C 4.64 0.58 1.86
C 2.77 -0.90 1.11
C -2.48 3.67 3.36
C 2.63 1.57 0.99
C 5.12 1.85 2.11
C -1.87 2.18 1.19
C -3.44 -4.37 -2.00
C -4.53 2.26 3.66
C -1.69 -3.05 -3.02
C -3.28 2.61 2.94
C -0.39 5.08 2.97
C 4.39 2.99 1.85
C -2.65 -4.04 -3.11
C -0.45 -1.88 2.99
C 3.38 0.45 1.28
C -2.27 -2.74 -0.75
C 1.35 0.82 -2.57
C 1.50 -1.94 -3.72
C -0.95 -0.01 -4.33
H 0.75 1.63 -2.15
H 2.01 -2.37 -2.85
H 4.78 3.97 2.09
H -1.40 0.90 -3.91
H 1.29 -2.67 2.31
H -1.79 -3.01 4.05
H 1.87 1.22 -3.45
H -2.74 4.26 4.22
H -5.24 3.10 3.60
H -5.00 1.38 3.23
H 5.24 -0.28 2.12
H 2.13 0.52 -1.86
H -2.79 -4.57 -4.04
H -4.19 -5.14 -2.08
H -4.33 2.10 4.73
H -0.48 0.26 -5.29
H -1.74 -0.72 -4.53
H -1.08 -2.83 -3.88
H -0.30 5.76 2.12
H -2.22 -1.35 3.80
H 0.60 4.67 3.18
H -3.81 -3.95 0.09
H -0.24 3.39 1.03
H 0.23 -3.77 3.14
H 2.26 -1.49 -4.37
H -0.73 5.64 3.84
H 1.03 -2.75 -4.28
H 1.66 1.50 0.54
*
```

- orbital gap (spin up / spin down) (eV) = 6.396 / 7.099
- E_LUMO (spin up / spin down) (eV) = -7.4 / -7.1
- energy above the lowest of the compared OMol25 structures with the same formula, charge and spin (kcal/mol) = 2.4
- electronic energy (a.u.) = -2991.385388
- strongest force on any atom (eV Å⁻¹) = 2.974

A molecular structure, C23H28GeN5O11P2PbSe, computed with ωB97M-V/def2-TZVPD.

Structure (ORCA input):
```
! wB97M-V def2-TZVPD RIJCOSX def2/J DEFGRID3
* xyz -1 1
Pb -0.48 0.73 0.33
Se -0.78 -2.44 1.66
Ge -1.50 -4.15 -0.96
P 1.43 2.74 -1.77
P 0.29 0.54 -3.24
O -0.68 0.36 -4.32
O 7.39 2.35 1.79
O 2.74 2.07 -1.58
O -2.96 0.21 0.97
O 1.73 -0.06 -3.69
O 6.09 3.93 2.44
O 0.00 -0.03 -1.85
O 0.45 2.81 -0.61
O 0.67 2.11 -3.05
O 1.64 4.26 -2.26
O -1.31 0.57 2.88
N 1.97 -0.40 0.35
N 6.28 2.82 1.98
N -3.24 -0.08 2.20
N 1.46 1.63 2.03
N -2.45 0.11 3.19
C 2.15 3.35 3.52
C 1.17 2.54 2.93
C 4.55 -1.00 -0.49
C -1.87 -6.05 -1.29
C -0.37 -4.07 0.68
C 3.00 0.36 0.75
C -4.86 -1.07 3.78
C 3.45 3.23 3.11
C 2.74 1.47 1.65
C 5.37 0.95 0.81
C -5.39 -0.86 1.43
C -6.98 -1.85 2.94
C 3.49 -1.76 -0.90
C 2.21 -1.41 -0.45
C -3.18 -3.20 -0.64
C 4.32 0.09 0.36
C -4.51 -0.67 2.49
C 0.74 -2.40 2.86
C -6.62 -1.46 1.67
C -0.52 -3.38 -2.45
C -6.09 -1.65 4.00
C 5.11 1.98 1.64
C 3.79 2.27 2.14
H -0.95 -6.61 -1.42
H -0.29 -2.33 -2.27
H -3.82 -3.28 -1.52
H -3.00 -2.14 -0.45
H 0.40 -3.93 -2.64
H 1.33 -1.98 -0.77
H -5.08 -0.55 0.45
H -2.43 -6.49 -0.46
H -7.94 -2.31 3.12
H 1.87 4.07 4.27
H -2.47 -6.17 -2.20
H -3.71 -3.61 0.22
H 0.12 2.61 3.21
H -4.16 -0.92 4.59
H 4.21 3.86 3.54
H -7.30 -1.61 0.84
H -0.55 -4.93 1.32
H 6.38 0.78 0.47
H -1.13 -3.41 -3.36
H 3.61 -2.59 -1.57
H 0.82 4.74 -2.15
H 0.66 -1.45 3.39
H 0.68 -4.07 0.39
H 5.56 -1.22 -0.82
H -6.36 -1.96 5.00
H 2.38 0.19 -3.01
H 1.67 -2.42 2.29
H 0.70 -3.22 3.56
*
```

- orbital gap (eV) = 6.493
- E_LUMO (eV) = 1.0
- energy above the lowest of the compared OMol25 structures with the same formula, charge and spin (kcal/mol) = 8.1
- electronic energy (a.u.) = -7348.862229
- strongest force on any atom (eV Å⁻¹) = 0.466

A molecular structure, C23H28MnN6O6PS in a non-equilibrium geometry, computed with ωB97M-V/def2-TZVPD.

Structure (ORCA input):
```
! wB97M-V def2-TZVPD RIJCOSX def2/J DEFGRID3
* xyz 3 2
Mn 0.87 0.65 0.56
S 0.15 -0.52 -2.55
P -1.37 -0.41 0.68
O 0.12 3.38 1.46
O 1.15 -0.58 -1.18
O 2.61 1.21 0.43
O 3.19 -1.43 -0.53
O 1.40 -1.00 1.54
O 4.06 1.93 -1.13
N 0.57 2.03 -0.85
N -2.56 -2.85 0.39
N 1.36 0.05 2.21
N -3.33 -1.53 2.29
N -3.96 -0.92 0.02
N 0.60 2.18 1.88
C 2.44 -1.35 -1.42
C 3.31 -2.88 -4.71
C 2.15 -2.55 -5.42
C -0.57 2.54 -1.32
C 1.81 3.23 -2.49
C -2.97 -2.94 1.74
C 1.27 -1.47 -3.51
C 0.63 3.75 -3.00
C 2.41 -1.79 -2.79
C 1.11 -1.84 -4.83
C 1.15 2.08 3.05
C -4.42 -0.94 1.36
C -1.27 -2.20 0.20
C 1.74 2.39 -1.40
C -2.13 -0.64 2.36
C 1.31 3.20 4.00
C 1.60 0.68 3.29
C 2.95 1.82 -0.72
C -3.62 -2.27 -0.44
C 3.45 -2.51 -3.39
C -2.91 0.06 -0.23
C 2.21 0.08 4.51
C -0.58 3.40 -2.40
H 1.72 2.87 4.95
H -2.44 0.32 2.78
H -5.29 -1.59 1.47
H 3.25 -0.20 4.30
H 4.34 -2.75 -2.82
H -4.65 0.06 1.74
H 2.06 -2.85 -6.45
H 0.23 -1.58 -5.40
H -1.52 3.80 -2.75
H -2.70 0.10 -1.30
H -1.41 -1.10 3.04
H 4.10 -3.44 -5.20
H 0.36 3.70 4.19
H -2.18 -3.33 2.38
H -3.87 -3.54 1.85
H 2.78 3.47 -2.90
H 2.02 3.94 3.59
H 0.47 4.09 2.02
H -3.25 1.05 0.08
H -1.48 2.26 -0.82
H 2.21 0.79 5.34
H -4.51 -2.90 -0.38
H -0.50 -2.69 0.79
H -3.29 -2.23 -1.48
H 0.64 4.42 -3.85
H 1.68 -0.82 4.81
H -3.72 -1.64 3.23
H -0.98 -2.26 -0.85
*
```

- orbital gap (spin up / spin down) (eV) = 5.974 / 6.294
- E_LUMO (spin up / spin down) (eV) = -10.3 / -10.0
- electronic energy (a.u.) = -3562.677993
- strongest force on any atom (eV Å⁻¹) = 1.547

C23H28N2O5 in the gas phase, computed with ωB97M-V/def2-TZVPD.

Structure (ORCA input):
```
! wB97M-V def2-TZVPD RIJCOSX def2/J DEFGRID3
* xyz 0 1
O 1.44 -1.50 -0.38
O 4.84 -0.01 2.21
O 0.96 0.95 1.66
O -0.15 -0.80 2.54
O -2.99 -1.92 1.89
N -1.97 -0.98 0.09
N 3.01 -0.85 1.14
C 4.73 -0.07 -0.23
C -1.37 0.24 -0.43
C -1.42 2.69 0.10
C -4.17 2.67 0.39
C -2.35 -2.10 -0.81
C -3.88 -2.19 -0.92
C -1.76 -1.94 -2.21
C -3.50 1.50 0.09
C -2.12 1.50 -0.06
C 4.26 -0.28 1.19
C -3.47 3.86 0.54
C 3.00 0.39 -2.08
C 0.93 -0.16 2.13
C 2.72 1.66 -1.34
C -2.09 3.86 0.40
C -1.77 -3.39 -0.23
C 4.97 1.44 -0.44
C 2.54 -1.06 -0.13
C 3.66 2.16 -0.55
C -1.44 -0.20 2.37
C 3.61 -0.63 -1.11
C 2.17 -1.03 2.31
C -2.23 -1.10 1.40
H -2.21 -1.12 -2.77
H -4.15 -3.05 -1.53
H 2.75 -0.70 3.18
H -4.06 0.58 -0.02
H 5.57 1.82 0.39
H -0.33 0.32 -0.11
H 3.94 -1.51 -1.67
H -1.94 -0.25 3.34
H -1.36 0.19 -1.52
H 1.75 2.13 -1.46
H -0.35 2.69 0.01
H -1.96 -4.23 -0.90
H -4.28 -1.30 -1.39
H 2.09 -0.03 -2.51
H -5.25 2.66 0.51
H -1.54 4.78 0.52
H -0.69 -3.28 -0.11
H 3.71 0.58 -2.89
H -1.32 0.84 2.05
H -2.20 -3.62 0.74
H 5.54 1.58 -1.37
H -0.68 -1.81 -2.16
H 5.68 -0.59 -0.37
H -3.99 4.77 0.78
H -1.95 -2.85 -2.77
H 3.51 3.06 0.03
H -4.31 -2.31 0.06
H 1.88 -2.08 2.42
*
```

- structure (SMILES) = CC(C)(C)N(Cc1ccccc1)C(=O)COC(=O)CN1C(=O)[C@H]2CC=CC[C@H]2C1=O
- orbital gap (eV) = 9.523
- E_LUMO (eV) = 0.6
- energy above the lowest of the compared OMol25 structures with the same formula, charge and spin (kcal/mol) = 17.1
- electronic energy (a.u.) = -1379.010632
- strongest force on any atom (eV Å⁻¹) = 0.817

A molecular structure, C23H28N4OS in a non-equilibrium geometry, computed with ωB97M-V/def2-TZVPD.

Structure (ORCA input):
```
! wB97M-V def2-TZVPD RIJCOSX def2/J DEFGRID3
* xyz 0 1
S 0.50 1.26 2.87
O -0.74 1.08 -1.77
N -2.55 -0.41 -2.27
N 0.51 -0.28 0.71
N 2.57 -1.98 1.83
N 0.79 1.73 0.45
C -1.18 -0.09 -1.84
C 0.62 5.53 -0.38
C 0.93 3.18 0.40
C 0.22 -1.53 1.89
C 1.38 6.08 0.69
C -0.95 -2.49 -1.18
C -0.59 -1.14 -1.18
C -4.95 -0.73 -3.55
C -4.14 -2.07 -3.01
C 2.93 5.54 2.61
C 0.40 4.17 -0.69
C -2.18 -2.67 -1.91
C -2.85 -1.70 -2.62
C 0.75 0.90 1.31
C 0.73 -0.72 -0.38
C -4.71 -3.11 -3.10
C -2.84 -4.03 -1.79
C 3.59 -3.20 1.63
C -4.06 -4.11 -2.50
C 1.15 -2.46 1.85
C 1.78 3.52 1.38
C 2.00 4.96 1.43
C 3.07 -1.43 2.89
H 4.12 -0.84 2.70
H -0.80 -1.83 1.66
H -0.41 -3.30 -0.74
H 0.33 6.11 -1.16
H 2.31 -0.45 3.20
H 0.23 1.44 -0.71
H 1.03 -2.98 2.76
H 3.07 6.71 2.51
H 2.13 3.05 2.13
H 3.54 -3.80 0.53
H 3.90 5.11 2.58
H 2.51 5.19 3.55
H -4.35 -0.24 -4.66
H 1.50 -1.64 -0.31
H -5.82 -1.06 -4.21
H -4.59 -5.18 -2.49
H -2.48 -4.76 -1.41
H 1.35 -0.08 -1.04
H 3.07 -1.85 4.07
H -3.05 0.35 -2.91
H 3.57 -3.83 2.54
H 1.20 -3.43 1.14
H -5.02 0.03 -3.10
H -0.29 3.69 -1.29
H 0.18 -0.97 2.70
H 1.81 6.97 0.57
H 4.53 -2.77 1.35
H -5.75 -3.44 -3.69
*
```

- orbital gap (eV) = 6.448
- E_LUMO (eV) = -0.8
- energy above the lowest of the compared OMol25 structures with the same formula, charge and spin (kcal/mol) = 453.6
- electronic energy (a.u.) = -1585.018402
- strongest force on any atom (eV Å⁻¹) = 18.334

2 unconnected molecules or ions with the total composition C23H28N6O4 in a non-equilibrium geometry, computed with ωB97M-V/def2-TZVPD.

Structure (ORCA input):
```
! wB97M-V def2-TZVPD RIJCOSX def2/J DEFGRID3
* xyz 0 1
O -4.07 -4.07 -2.87
O 4.45 1.25 4.64
O -0.99 -2.39 -2.31
O 4.93 -0.75 1.51
N 5.65 1.33 1.54
N -3.53 -2.24 -1.58
N -8.39 -2.51 -0.45
N -8.28 -0.83 0.88
N 3.04 1.96 3.02
N -9.10 -1.77 0.34
C 5.58 2.80 1.56
C -5.96 -2.52 -1.12
C 3.33 3.28 5.09
C -1.83 -3.32 -3.03
C -7.08 -2.05 -0.43
C -5.78 -0.31 0.61
C 2.41 -0.73 -4.07
C 1.98 -1.99 -4.49
C 0.83 -2.56 -3.92
C 1.71 -0.04 -3.08
C 1.29 2.05 1.41
C -3.25 -3.26 -2.48
C -0.22 0.17 -1.47
C -4.72 -1.88 -0.94
C 0.11 -1.87 -2.93
C -6.99 -0.97 0.41
C 3.23 0.81 2.11
C 2.00 2.84 2.50
C 3.64 2.07 4.22
C -4.65 -0.77 -0.07
C 2.40 1.14 0.87
C 0.55 -0.60 -2.51
C 4.67 0.43 1.71
H 2.46 3.73 2.07
H -5.72 0.54 1.28
H -2.71 -1.69 -1.36
H 3.47 4.19 4.52
H 5.64 3.15 2.60
H -1.26 0.28 -1.78
H 0.20 1.17 -1.33
H 2.53 -2.53 -5.25
H -3.70 -0.26 0.08
H 6.43 3.21 1.01
H -0.19 -0.36 -0.51
H -1.44 -4.34 -2.92
H 1.99 0.23 0.42
H 2.99 1.69 0.14
H -8.58 -0.12 1.55
H 0.50 1.44 1.86
H 3.30 -0.29 -4.51
H 2.30 3.21 5.45
H -1.87 -3.07 -4.10
H 0.53 -3.55 -4.24
H 2.79 -0.06 2.60
H 2.06 0.94 -2.77
H -6.09 -3.37 -1.77
H 6.54 0.92 1.32
H 4.66 3.15 1.11
H 1.29 3.12 3.28
H 4.01 3.28 5.94
H 0.89 2.70 0.64
*
```

- structure (SMILES) = Cc1ccccc1OCC(=O)Nc1ccc2[nH]nnc2c1.CNC(=O)[C@@H]1CCCN1C(C)=O
- orbital gap (eV) = 8.772
- E_LUMO (eV) = 0.2
- energy above the lowest of the compared OMol25 structures with the same formula, charge and spin (kcal/mol) = 14.8
- electronic energy (a.u.) = -1522.751770
- strongest force on any atom (eV Å⁻¹) = 1.586

Q: The highest strongest force on any atom belongs to which entry?
A: C23H28N4OS

Repeat the seventh record exactly.
2 unconnected molecules or ions with the total composition C23H28N6O4 in a non-equilibrium geometry, computed with ωB97M-V/def2-TZVPD.

Structure (ORCA input):
```
! wB97M-V def2-TZVPD RIJCOSX def2/J DEFGRID3
* xyz 0 1
O -4.07 -4.07 -2.87
O 4.45 1.25 4.64
O -0.99 -2.39 -2.31
O 4.93 -0.75 1.51
N 5.65 1.33 1.54
N -3.53 -2.24 -1.58
N -8.39 -2.51 -0.45
N -8.28 -0.83 0.88
N 3.04 1.96 3.02
N -9.10 -1.77 0.34
C 5.58 2.80 1.56
C -5.96 -2.52 -1.12
C 3.33 3.28 5.09
C -1.83 -3.32 -3.03
C -7.08 -2.05 -0.43
C -5.78 -0.31 0.61
C 2.41 -0.73 -4.07
C 1.98 -1.99 -4.49
C 0.83 -2.56 -3.92
C 1.71 -0.04 -3.08
C 1.29 2.05 1.41
C -3.25 -3.26 -2.48
C -0.22 0.17 -1.47
C -4.72 -1.88 -0.94
C 0.11 -1.87 -2.93
C -6.99 -0.97 0.41
C 3.23 0.81 2.11
C 2.00 2.84 2.50
C 3.64 2.07 4.22
C -4.65 -0.77 -0.07
C 2.40 1.14 0.87
C 0.55 -0.60 -2.51
C 4.67 0.43 1.71
H 2.46 3.73 2.07
H -5.72 0.54 1.28
H -2.71 -1.69 -1.36
H 3.47 4.19 4.52
H 5.64 3.15 2.60
H -1.26 0.28 -1.78
H 0.20 1.17 -1.33
H 2.53 -2.53 -5.25
H -3.70 -0.26 0.08
H 6.43 3.21 1.01
H -0.19 -0.36 -0.51
H -1.44 -4.34 -2.92
H 1.99 0.23 0.42
H 2.99 1.69 0.14
H -8.58 -0.12 1.55
H 0.50 1.44 1.86
H 3.30 -0.29 -4.51
H 2.30 3.21 5.45
H -1.87 -3.07 -4.10
H 0.53 -3.55 -4.24
H 2.79 -0.06 2.60
H 2.06 0.94 -2.77
H -6.09 -3.37 -1.77
H 6.54 0.92 1.32
H 4.66 3.15 1.11
H 1.29 3.12 3.28
H 4.01 3.28 5.94
H 0.89 2.70 0.64
*
```

- structure (SMILES) = Cc1ccccc1OCC(=O)Nc1ccc2[nH]nnc2c1.CNC(=O)[C@@H]1CCCN1C(C)=O
- orbital gap (eV) = 8.772
- E_LUMO (eV) = 0.2
- energy above the lowest of the compared OMol25 structures with the same formula, charge and spin (kcal/mol) = 14.8
- electronic energy (a.u.) = -1522.751770
- strongest force on any atom (eV Å⁻¹) = 1.586

Q: Which value of strongest force on any atom does entry 3 give?
A: 0.466 eV Å⁻¹